Entry from the OMol25 dataset: 26 unconnected molecules or ions with the total composition C8H62NO27P at a distorted geometry (the ωB97M-V functional and the def2-TZVPD basis).

Computed properties:
E_HOMO, eV: -7.8525
Relative energy (zero: lowest compared OMol25 entry of this formula, charge and spin), kcal per mole: 75.7
Gap between HOMO and LUMO, eV: 7.63

Each line ends with the Mulliken charge.
Cartesian coordinates (Å):
1 P 1.33 -2.35 -1.54  0.156
2 O -3.77 -0.03 0.87  -0.655
3 O -4.39 1.00 3.56  -0.658
4 O -5.11 -7.69 0.60  -0.547
5 O -0.90 -5.32 -3.51  -0.363
6 O -2.24 -2.67 2.04  -0.347
7 O 1.40 -4.80 -4.08  -0.536
8 O -6.11 -2.92 -1.05  -0.545
9 O -0.38 -4.00 3.84  -0.683
10 O -3.64 -4.72 0.31  -0.469
11 O 1.69 6.59 3.30  -0.643
12 O 1.05 4.39 1.05  -0.599
13 O 6.09 -6.97 -0.86  -0.611
14 O 5.83 11.01 5.57  -0.631
15 O 4.75 8.27 3.85  -0.647
16 O -9.10 -7.92 -0.33  -0.614
17 O -5.60 -0.62 -2.60  -0.572
18 O 1.25 1.67 1.22  -0.686
19 O 3.69 9.33 -2.62  -0.618
20 O 3.94 -5.60 -2.42  -0.652
21 O 6.61 -6.13 -4.17  -0.637
22 O 2.86 8.86 1.36  -0.644
23 O 1.49 11.26 -1.38  -0.602
24 O -7.49 -5.53 1.21  -0.598
25 O -2.17 -0.86 4.61  -0.653
26 O 1.58 0.23 3.77  -0.604
27 O 6.53 8.28 -1.28  -0.629
28 O 4.97 10.36 0.18  -0.622
29 N -2.59 -3.81 -4.45  -0.701
30 C -2.00 -4.39 -3.19  0.477
31 C -0.20 -4.50 -0.69  -0.522
32 C -0.35 -4.99 0.53  -0.545
33 C 0.37 -4.62 -3.36  0.219
34 C 0.49 -0.76 -0.93  -0.753
35 C -1.38 -3.05 -2.46  -0.966
36 C 0.08 -3.68 -2.08  1.341
37 C 2.68 -2.02 -2.83  -0.901
38 H 1.70 3.68 1.14  0.355
39 H -1.37 -2.07 -3.07  0.595
40 H 3.73 10.21 -2.22  0.358
41 H -2.65 -3.31 2.65  0.281
42 H -1.48 -0.19 4.69  0.331
43 H 2.83 -0.86 -2.87  0.354
44 H -4.89 -0.35 -3.20  0.284
45 H -4.21 -5.49 0.19  0.187
46 H -3.24 -0.60 1.44  0.290
47 H 1.87 0.01 2.88  0.309
48 H -4.15 -3.98 -0.06  0.303
49 H -1.95 -3.21 1.29  0.007
50 H 7.36 7.79 -1.27  0.288
51 H 2.10 7.36 3.74  0.317
52 H 4.80 9.14 4.26  0.353
53 H 2.34 9.59 1.00  0.317
54 H 5.91 -6.21 -3.51  0.365
55 H -1.94 -3.04 -1.46  0.001
56 H 0.55 1.59 1.88  0.330
57 H -2.00 -1.28 3.76  0.286
58 H 3.69 -2.44 -2.45  0.240
59 H 1.29 0.01 -0.58  0.269
60 H 3.60 -5.02 -3.12  0.269
61 H -6.53 -2.44 -1.78  0.256
62 H -3.86 0.43 4.13  0.353
63 H 2.11 -0.33 4.34  0.290
64 H -4.82 -8.23 -0.14  0.280
65 H -3.02 -2.88 -4.27  0.237
66 H 6.23 11.77 6.01  0.306
67 H -2.77 -4.94 -2.52  0.239
68 H -5.52 -8.33 1.21  0.279
69 H -0.37 -5.05 1.69  0.151
70 H 4.32 8.42 3.00  0.312
71 H 1.45 5.15 1.48  0.246
72 H 6.48 10.30 5.67  0.313
73 H -0.95 -4.77 3.73  0.316
74 H -4.10 0.77 2.67  0.370
75 H -6.63 -5.95 1.34  0.308
76 H -5.92 0.22 -2.23  0.306
77 H -9.59 -8.62 -0.77  0.295
78 H -0.21 -0.30 -1.74  0.349
79 H -3.39 -4.43 -4.70  0.314
80 H 5.27 9.81 -0.57  0.277
81 H 1.01 10.55 -1.82  0.326
82 H 3.25 9.49 -3.47  0.281
83 H -0.89 -3.26 3.47  0.374
84 H -9.40 -7.11 -0.77  0.323
85 H 2.29 8.09 1.25  0.299
86 H 2.46 -2.43 -3.89  0.301
87 H 5.52 -7.75 -0.97  0.309
88 H -3.49 -0.26 -0.03  0.272
89 H 6.19 -5.66 -4.90  0.310
90 H 2.35 5.89 3.40  0.337
91 H 6.26 8.27 -2.21  0.308
92 H 4.01 -6.46 -2.84  0.310
93 H 5.57 -6.24 -1.22  0.333
94 H 4.57 9.72 0.78  0.372
95 H 1.18 12.06 -1.82  0.287
96 H 0.83 2.14 0.49  0.359
97 H -0.17 -0.97 0.00  0.100
98 H -8.12 -6.27 1.24  0.294
99 H -6.82 -3.00 -0.39  0.281